DFT (the ωB97M-V functional and the def2-TZVPD basis) results for the molecule C6H12.

Structure (XYZ):
```
18
Properties=species:S:1:pos:R:3:forces:R:3
H -1.5562 0.7390 1.5603 0.023 0.024 -0.131
C 1.9580 -0.3023 -0.5890 0.086 -0.149 -0.114
H 1.7862 -0.3398 -1.6627 -0.032 -0.009 0.193
H -2.5078 1.0215 0.0951 0.143 -0.001 0.044
C -1.4871 0.9850 0.4931 -0.027 0.038 0.044
C 1.7270 1.0164 0.0975 0.019 0.194 0.035
C -1.3181 -1.4325 -0.1704 -0.019 -0.043 0.001
H -0.7497 -2.1968 -0.7124 -0.054 0.139 0.075
H -0.5835 0.2390 -1.3033 0.035 -0.024 0.136
H -2.3317 -1.3985 -0.5864 0.158 -0.007 0.034
H 2.3811 1.3004 0.9175 -0.096 -0.071 -0.156
H -1.0508 1.9864 0.4073 -0.048 -0.161 0.016
H -1.4041 -1.7544 0.8758 0.031 0.039 -0.147
H 2.7780 -0.9294 -0.2501 -0.142 0.118 -0.028
C 0.7669 -0.1181 0.3095 -0.076 -0.040 0.087
C -0.6461 -0.0589 -0.2455 0.017 0.023 -0.026
H 1.3998 1.8516 -0.5183 0.020 -0.159 0.087
H 0.8381 -0.6086 1.2820 -0.038 0.090 -0.152
```
Forces are in eV/Å.

Calculated values
**Orbital gap**: 11.444 eV
**Lowest unoccupied orbital energy**: 1.2672 eV
**HOMO energy**: -10.2 eV
**Energy relative to the best compared isomer or geometry (same formula, charge and spin)**: 21.8 kcal per mole
**SMILES string**: CC(C)C1CC1
**Electronic energy**: -6415.997 eV


DFT (the ωB97M-V functional and the def2-TZVPD basis) results for the molecule C6H12 at a distorted geometry.

Structure (XYZ):
```
18
Properties=species:S:1:pos:R:3:forces:R:3
C -2.1866 0.0099 0.0156 -0.278 1.042 0.171
H 0.5406 -1.9110 0.9209 -0.533 -0.954 0.127
H -2.3233 -0.6748 0.8509 0.065 -0.428 -0.197
H -0.8693 0.4459 -1.6161 0.122 0.020 -0.330
C 0.4532 -0.0278 -0.0146 0.023 -0.110 0.162
H 1.6145 0.1588 -1.9436 0.129 0.133 0.610
H -0.0878 -0.6415 2.0775 -0.029 -0.130 -0.332
H 1.6580 -0.7530 1.5559 -1.406 -0.189 0.160
H 2.5813 -0.3242 -0.4727 1.565 -0.907 0.469
C 0.5684 -0.8936 1.2398 2.631 1.340 -0.249
C 1.7334 0.1325 -0.8519 -2.397 1.112 0.218
H 0.7489 2.1473 -0.6157 0.186 -0.926 0.662
H 1.6027 1.6155 0.9126 0.392 -0.118 -0.063
H -2.3687 1.0034 0.5130 0.609 -0.548 -0.776
C 1.1596 1.2942 -0.0182 -0.580 0.554 -1.260
H -3.0231 -0.1202 -0.7106 0.553 -0.057 0.594
H -0.9626 -1.2542 -1.0921 0.534 0.397 -0.146
C -0.8391 -0.2072 -0.7506 -1.584 -0.232 0.179
```
Forces are in eV/Å.

Calculated values
**Orbital gap**: 10.935 eV
**Lowest unoccupied orbital energy**: 1.1216 eV
**HOMO energy**: -9.8 eV
**Energy relative to the best compared isomer or geometry (same formula, charge and spin)**: 31.8 kcal per mole
**SMILES string**: CCC1(C)CC1
**Electronic energy**: -6415.563 eV


DFT (the ωB97M-V functional and the def2-TZVPD basis) results for the molecule C6H12.

Structure (XYZ):
```
18
Properties=species:S:1:pos:R:3:forces:R:3
H -0.6403 1.2373 0.7573 0.061 -0.076 -0.089
C -0.7313 -0.6141 -0.3461 0.259 -0.046 -0.226
C 1.3069 0.4933 -1.8219 0.177 -0.005 0.010
C 0.5547 1.4531 -1.0048 -0.092 0.014 -0.199
H 0.6713 0.1921 -2.6696 -0.085 -0.008 -0.092
H -0.0162 -1.2505 -0.9003 -0.197 0.107 0.081
H 1.8837 -0.5053 0.6504 -0.127 0.107 0.069
H -2.0313 -2.2395 0.2487 0.095 0.069 0.060
H 1.7641 1.0668 1.4519 -0.098 -0.132 -0.045
H 0.7944 -0.2895 2.0410 0.052 0.078 -0.131
H 1.2114 2.2100 -0.5920 0.229 0.192 0.156
C 0.0520 0.5922 0.1990 -0.186 -0.194 0.182
H -0.3066 1.9381 -1.4751 -0.089 -0.013 0.001
H -2.0953 -0.8341 1.3110 -0.036 0.025 0.047
C -1.4275 -1.4515 0.7079 -0.068 -0.092 0.112
C 1.1906 0.1872 1.1381 0.042 -0.015 0.015
H -1.4706 -0.2622 -1.0766 0.112 0.008 0.063
H -0.7103 -1.9236 1.3810 -0.049 -0.021 -0.013
```
Forces are in eV/Å.

Calculated values
**Orbital gap (spin up / spin down)**: 8.331 / 8.329 eV
**Lowest unoccupied orbital energy (spin up / spin down)**: -0.1425 / -0.1443 eV
**HOMO energy (spin up / spin down)**: -8.5 / -8.5 eV
**Energy relative to the best compared isomer or geometry (same formula, charge and spin)**: 99.4 kcal per mole
**Electronic energy**: -6412.632 eV


DFT (the ωB97M-V functional and the def2-TZVPD basis) results for the molecule C6H12 at a distorted geometry.

Structure (XYZ):
```
18
Properties=species:S:1:pos:R:3:forces:R:3
H -0.7676 2.8048 1.0546 0.202 -0.720 0.946
H -1.7135 -1.9794 -0.0311 1.331 -0.188 -0.188
H 0.8126 3.4293 1.0516 -0.629 -2.803 1.655
H 1.1512 -0.9363 -0.3709 7.001 -0.563 1.666
C 0.2073 -0.9570 -0.4648 -8.003 3.186 -1.915
H -1.2287 -0.8437 -2.2812 3.700 -0.632 0.608
H 1.5536 0.7913 1.2801 -1.218 -0.262 -1.460
H 0.4537 -0.0585 -2.5066 -0.092 0.567 0.615
C 0.5604 1.1221 0.8259 2.724 2.638 3.645
C -0.2898 0.4768 0.1221 11.660 -8.160 0.114
C 0.2033 2.4358 1.4783 -0.118 2.795 -0.610
H 0.5766 -1.7116 -2.5984 -1.174 0.051 1.061
C 0.0276 -0.9236 -1.9967 -2.919 0.000 -1.850
H 0.1810 2.3126 2.6383 0.138 0.746 -2.141
H -0.0879 -3.1607 -0.2012 -1.944 3.002 0.769
H -0.4705 -2.0891 1.3641 -0.293 0.293 -2.980
H -1.1070 0.7639 -0.0583 -11.685 4.134 -2.749
C -0.6011 -2.0412 0.1450 1.319 -4.084 2.813
```
Forces are in eV/Å.

Calculated values
**Orbital gap**: 10.663 eV
**Lowest unoccupied orbital energy**: 1.0952 eV
**HOMO energy**: -9.6 eV
**Energy relative to the best compared isomer or geometry (same formula, charge and spin)**: 109.1 kcal per mole
**SMILES string**: C/C=C/C(C)C
**Electronic energy**: -6412.208 eV


DFT (the ωB97M-V functional and the def2-TZVPD basis) results for a cluster of 2 separate species, C6H12 in total at a distorted geometry.

Structure (XYZ):
```
18
Properties=species:S:1:pos:R:3:forces:R:3
C -0.0171 0.3985 -1.3103 -0.368 -0.921 -0.359
C -0.6253 -1.1940 -0.9685 0.361 0.599 -0.685
H 0.2904 0.3596 -2.3509 -0.071 0.100 0.109
H -0.2889 -2.1747 0.9386 -0.066 0.162 -0.033
C -0.8140 1.4979 -0.6504 -0.281 0.199 0.059
H -1.5750 1.1258 0.0551 0.154 0.094 -0.106
H 0.3456 1.3456 2.1151 -0.001 -0.168 -0.135
C -0.9104 -1.4684 0.3957 -0.399 -0.602 0.269
H -1.0947 2.4187 -1.1622 0.069 -0.170 0.035
H -0.0730 -0.2533 1.0943 0.547 0.598 0.419
H 1.5021 1.7363 -0.2096 -0.145 -0.081 -0.029
H 1.7038 0.2475 1.6998 -0.186 -0.022 -0.069
C 0.6296 0.3208 1.8736 -0.257 -0.447 0.357
H 0.1607 -1.8214 -1.3938 -0.124 0.037 0.053
H -1.9239 -1.3596 0.7729 0.159 0.048 -0.027
H -1.5011 -1.1635 -1.6193 0.103 -0.070 0.081
H 0.3893 -0.3137 2.7366 0.095 0.115 0.049
C 0.5795 1.1969 -0.3514 0.410 0.530 0.012
```
Forces are in eV/Å.

Calculated values
**Orbital gap (spin up / spin down)**: 7.489 / 7.916 eV
**Lowest unoccupied orbital energy (spin up / spin down)**: 0.2676 / 0.5664 eV
**HOMO energy (spin up / spin down)**: -7.2 / -7.4 eV
**Energy relative to the best compared isomer or geometry (same formula, charge and spin)**: 149.9 kcal per mole
**Electronic energy**: -6410.441 eV


DFT (the ωB97M-V functional and the def2-TZVPD basis) results for a cluster of 2 separate species, C6H12 in total.

Structure (XYZ):
```
18
Properties=species:S:1:pos:R:3:forces:R:3
H -0.9714 -1.0093 -0.0820 0.025 0.156 -0.043
H -2.7484 0.8114 1.6563 0.154 0.000 0.019
H -1.3916 1.5142 2.5608 -0.047 -0.105 -0.101
H 1.3391 -2.0743 -0.9852 0.116 0.091 -0.124
C 2.0503 -1.5693 -1.6458 0.019 -0.070 0.015
C 0.6173 0.8079 0.4985 0.218 0.075 0.050
H 0.7701 -0.1023 1.0936 -0.065 0.111 -0.103
C -1.6643 0.7686 1.8063 -0.024 -0.059 0.076
H -1.8262 -0.0510 -1.3613 0.134 0.034 0.112
C -1.0294 -0.0511 -0.6153 -0.129 -0.099 -0.172
H -1.4078 -0.2225 2.1916 -0.031 0.144 -0.064
C -0.9381 1.0597 0.4981 -0.179 0.176 0.137
C 0.2236 0.6738 -0.9208 -0.081 -0.075 0.181
H 1.6423 -0.6032 -1.9648 0.103 -0.177 0.014
H 2.9895 -1.4074 -1.1103 -0.131 -0.020 -0.090
H 1.3229 1.5942 0.7728 -0.119 -0.106 -0.074
H 2.2301 -2.1907 -2.5260 -0.004 0.071 0.120
H -1.2079 2.0513 0.1335 0.041 -0.148 0.048
```
Forces are in eV/Å.

Calculated values
**Orbital gap**: 8.979 eV
**Lowest unoccupied orbital energy**: 0.8794 eV
**HOMO energy**: -8.1 eV
**Energy relative to the best compared isomer or geometry (same formula, charge and spin)**: 107.6 kcal per mole
**Electronic energy**: -6412.275 eV